Formula: C9H14
Source: the OMol25 dataset
Level of theory: the ωB97M-V functional and the def2-TZVPD basis

Element x y z (Å)
C 0.7129 1.4482 1.3808
C 1.0060 0.0958 0.8227
C 1.4766 -0.0788 -0.4768
C 1.8211 -1.3480 -0.9097
C 1.5362 -2.4735 -0.1530
C 0.9805 -2.3043 1.1023
C 0.8022 -1.0275 1.6151
H 0.6850 2.2394 0.6378
H 1.5051 1.8290 2.0380
H -0.1891 1.5629 1.9874
H 1.6022 0.7963 -1.1018
H 2.2853 -1.4936 -1.8740
H 1.7867 -3.4442 -0.5639
H 0.6400 -3.1431 1.6967
H 0.4505 -0.8719 2.6246
C -1.9984 1.7286 -1.2764
C -2.3110 0.2539 -0.9748
H -2.8841 2.2754 -1.6050
H -1.7167 2.1872 -0.3207
H -1.1418 1.8867 -1.9258
H -3.0822 0.1981 -0.1999
H -1.3735 -0.1274 -0.5994
H -2.5937 -0.1890 -1.9241

Output
LUMO (eV): 1.047
Net charge: 0
SMILES: Cc1ccccc1.CC
Energy (Ha): -351.31875
HOMO-LUMO gap (eV): 10.12
Molecular weight (g/mol): 122.2

These are the Mulliken partial charges, in e, on atoms 1 to 2: atom 1 (C): -1.6691, atom 2 (C): 0.7940